(1)
{"formula": "C38H42N3O2P2RhS2Si2", "method": "ωB97M-V with the def2-TZVPD basis set", "homo_ev": [-7.420, -7.419], "gap_ev": [6.91, 6.90], "lumo_energy_ev": [-0.51, -0.52], "e_above_lowest_kj_mol": 72.92, "elements": ["Rh", "C", "Si", "C", "C", "N", "P", "C", "P", "N", "Si", "C", "C", "C", "C", "C", "C", "C", "C", "C", "C", "C", "C", "C", "C", "C", "C", "C", "C", "C", "C", "C", "C", "C", "C", "C", "C", "C", "H", "H", "H", "H", "H", "H", "H", "H", "H", "H", "H", "H", "H", "H", "H", "H", "H", "H", "H", "H", "H", "H", "H", "H", "H", "H", "H", "H", "H", "H", "H", "H", "H", "H", "H", "H", "H", "H", "O", "S", "O", "N", "C", "S", "C", "C", "C", "C", "C", "C", "H", "H", "H", "H"], "xyz": [[-0.747, 0.149, -0.143], [-0.388, -3.903, 2.750], [-1.422, -2.545, 1.979], [-2.542, -1.798, 3.260], [-2.462, -3.324, 0.634], [-0.421, -1.295, 1.330], [1.157, -0.925, 1.271], [1.246, 0.126, -0.064], [1.150, 1.473, -1.096], [-0.322, 2.124, -0.925], [-0.896, 3.435, 0.066], [-1.332, 4.896, -1.015], [0.369, 3.951, 1.349], [-2.410, 2.927, 1.018], [2.537, 2.636, -0.986], [2.380, 3.950, -1.419], [3.457, 4.822, -1.401], [4.699, 4.381, -0.960], [4.866, 3.066, -0.549], [3.785, 2.194, -0.566], [1.293, 0.896, -2.808], [0.574, 1.531, -3.816], [0.687, 1.092, -5.128], [1.517, 0.023, -5.435], [2.236, -0.612, -4.429], [2.121, -0.177, -3.117], [1.726, -0.178, 2.817], [2.640, 0.870, 2.784], [3.062, 1.469, 3.963], [2.563, 1.027, 5.181], [1.640, -0.009, 5.219], [1.221, -0.610, 4.041], [2.142, -2.429, 1.062], [3.077, -2.869, 1.991], [3.752, -4.068, 1.783], [3.492, -4.821, 0.650], [2.561, -4.380, -0.287], [1.892, -3.187, -0.083], [-1.057, -4.592, 3.275], [0.346, -3.544, 3.475], [0.151, -4.475, 1.989], [-3.180, -2.555, 3.726], [-3.194, -1.052, 2.798], [-1.968, -1.307, 4.051], [-2.679, -4.367, 0.878], [-1.946, -3.306, -0.328], [-3.417, -2.801, 0.530], [-0.466, 5.521, -1.245], [-2.073, 5.526, -0.518], [-1.765, 4.553, -1.958], [1.335, 4.231, 0.926], [0.538, 3.129, 2.054], [-0.005, 4.805, 1.922], [-3.260, 2.739, 0.362], [-2.684, 3.744, 1.692], [-2.242, 2.037, 1.629], [1.410, 4.289, -1.767], [3.330, 5.845, -1.729], [5.540, 5.064, -0.944], [5.836, 2.720, -0.217], [3.914, 1.161, -0.261], [-0.091, 2.346, -3.559], [0.120, 1.580, -5.911], [1.600, -0.320, -6.459], [2.878, -1.450, -4.667], [2.656, -0.685, -2.321], [2.999, 1.238, 1.831], [3.766, 2.290, 3.928], [2.883, 1.501, 6.100], [1.236, -0.342, 6.167], [0.487, -1.404, 4.071], [3.277, -2.284, 2.880], [4.477, -4.412, 2.509], [4.016, -5.756, 0.492], [2.361, -4.970, -1.172], [1.163, -2.833, -0.806], [-5.103, 1.390, -0.468], [-4.663, 0.054, -0.204], [-4.962, -0.544, 1.063], [-3.032, -0.105, -0.524], [-2.836, -0.870, -1.568], [-1.214, -1.088, -1.973], [-4.040, -1.432, -2.208], [-4.146, -2.275, -3.299], [-5.417, -2.677, -3.688], [-6.547, -2.245, -2.997], [-6.436, -1.398, -1.900], [-5.167, -1.010, -1.530], [-3.262, -2.608, -3.828], [-5.533, -3.337, -4.538], [-7.526, -2.574, -3.319], [-7.309, -1.057, -1.359]]}



(2)
{"formula": "C29H61N3O8", "method": "ωB97M-V with the def2-TZVPD basis set", "homo_ev": -8.987, "gap_ev": 9.12, "lumo_energy_ev": 0.13, "e_above_lowest_kj_mol": 0.00, "elements": ["C", "O", "N", "C", "C", "H", "H", "H", "H", "H", "H", "H", "C", "O", "N", "C", "C", "H", "H", "H", "H", "H", "H", "H", "C", "O", "N", "C", "C", "H", "H", "H", "H", "H", "H", "H", "C", "C", "C", "O", "C", "H", "H", "H", "H", "H", "H", "H", "H", "C", "C", "C", "O", "C", "H", "H", "H", "H", "H", "H", "H", "H", "C", "C", "C", "O", "C", "H", "H", "H", "H", "H", "H", "H", "H", "C", "C", "C", "O", "C", "H", "H", "H", "H", "H", "H", "H", "H", "C", "C", "C", "O", "C", "H", "H", "H", "H", "H", "H", "H", "H"], "xyz": [[-14.989, -25.120, 31.382], [-15.705, -24.175, 31.594], [-15.400, -26.285, 30.803], [-14.464, -27.182, 30.115], [-16.808, -26.443, 30.465], [-13.924, -25.203, 31.650], [-13.576, -26.693, 29.716], [-14.999, -27.588, 29.262], [-14.219, -27.968, 30.827], [-16.999, -26.014, 29.479], [-17.085, -27.499, 30.452], [-17.362, -25.962, 31.268], [-17.885, -21.932, 24.961], [-17.711, -21.491, 26.078], [-17.999, -21.210, 23.833], [-18.135, -19.758, 23.920], [-18.076, -21.777, 22.511], [-17.915, -23.027, 24.829], [-17.765, -19.432, 24.888], [-19.208, -19.539, 23.908], [-17.672, -19.223, 23.096], [-18.250, -22.852, 22.527], [-18.927, -21.345, 21.977], [-17.203, -21.576, 21.887], [-12.657, -27.772, 19.863], [-11.814, -28.267, 19.156], [-13.031, -26.458, 19.850], [-14.037, -26.011, 20.786], [-12.406, -25.450, 19.056], [-13.227, -28.371, 20.590], [-14.800, -25.423, 20.266], [-13.613, -25.352, 21.551], [-14.570, -26.817, 21.286], [-11.972, -24.650, 19.662], [-11.580, -25.841, 18.460], [-13.052, -24.991, 18.301], [-16.962, -31.463, 28.033], [-16.787, -32.172, 29.349], [-15.707, -31.313, 30.078], [-15.509, -30.169, 29.280], [-16.609, -30.026, 28.399], [-17.959, -31.588, 27.620], [-16.175, -31.756, 27.332], [-16.475, -33.218, 29.348], [-17.751, -32.163, 29.867], [-14.774, -31.863, 30.187], [-16.174, -31.094, 31.047], [-16.285, -29.445, 27.530], [-17.434, -29.430, 28.818], [-15.806, -26.880, 24.980], [-15.398, -25.635, 24.227], [-14.810, -24.767, 25.331], [-15.728, -24.954, 26.394], [-16.146, -26.329, 26.412], [-15.042, -27.655, 24.981], [-16.769, -27.306, 24.685], [-16.306, -25.175, 23.832], [-14.655, -25.700, 23.433], [-14.850, -23.719, 25.033], [-13.856, -25.100, 25.757], [-17.171, -26.177, 26.763], [-15.597, -26.890, 27.180], [-11.981, -28.444, 24.335], [-12.419, -29.919, 24.510], [-11.116, -30.690, 24.644], [-10.089, -29.827, 24.203], [-10.466, -28.520, 24.582], [-12.479, -27.802, 25.062], [-12.134, -28.102, 23.313], [-12.981, -30.181, 23.608], [-13.102, -30.143, 25.330], [-11.024, -31.660, 24.158], [-10.986, -30.920, 25.715], [-9.973, -27.780, 23.954], [-10.245, -28.422, 25.653], [-11.177, -23.909, 24.437], [-10.379, -24.485, 25.623], [-8.946, -24.019, 25.337], [-8.870, -23.951, 23.906], [-10.105, -23.487, 23.413], [-11.732, -23.029, 24.766], [-11.883, -24.629, 24.025], [-10.458, -25.568, 25.598], [-10.676, -24.033, 26.568], [-8.183, -24.744, 25.635], [-8.565, -23.080, 25.752], [-10.256, -23.997, 22.455], [-10.059, -22.407, 23.223], [-19.750, -28.029, 25.321], [-20.937, -28.382, 26.240], [-20.309, -29.283, 27.222], [-19.509, -30.135, 26.384], [-19.056, -29.403, 25.256], [-19.193, -27.221, 25.792], [-20.177, -27.790, 24.348], [-21.672, -28.971, 25.680], [-21.443, -27.467, 26.555], [-20.988, -29.869, 27.840], [-19.665, -28.753, 27.941], [-19.407, -29.897, 24.349], [-17.976, -29.238, 25.183]]}



(3)
{"formula": "C3H3ClO2", "method": "ωB97M-V with the def2-TZVPD basis set", "homo_ev": [-7.076, -11.027], "gap_ev": [7.74, 7.61], "lumo_energy_ev": [0.66, -3.41], "e_above_lowest_kj_mol": 120.01, "multiplicity": 3, "elements": ["C", "C", "C", "O", "O", "Cl", "H", "H", "H"], "xyz": [[-0.123, 0.625, 0.150], [-1.258, -0.094, 0.649], [0.956, -0.238, -0.485], [0.030, 1.826, 0.331], [-1.367, -0.245, 1.826], [-2.283, -0.880, -0.527], [0.694, -1.259, -0.784], [1.798, -0.018, 0.195], [1.553, 0.282, -1.355]]}



(4)
{"formula": "C19H23FN4O2", "method": "ωB97M-V with the def2-TZVPD basis set", "homo_ev": -9.046, "gap_ev": 9.51, "lumo_energy_ev": 0.46, "e_above_lowest_kj_mol": 146.52, "elements": ["C", "N", "C", "O", "C", "H", "C", "N", "C", "O", "C", "H", "H", "C", "H", "H", "C", "C", "C", "C", "C", "C", "C", "H", "H", "H", "F", "H", "H", "H", "H", "H", "C", "C", "C", "N", "N", "C", "H", "C", "H", "H", "H", "H", "H", "H", "H", "H", "H"], "xyz": [[-1.878, -0.962, 2.686], [-1.420, -0.654, 1.347], [-0.943, 0.591, 1.098], [-0.810, 1.413, 1.984], [-0.503, 0.885, -0.340], [-1.154, 0.368, -1.045], [0.937, 0.352, -0.504], [1.895, 1.250, 0.083], [1.911, 2.553, -0.286], [2.735, 3.348, 0.117], [0.774, 2.899, -1.223], [0.945, 2.439, -2.199], [0.748, 3.981, -1.352], [-0.534, 2.398, -0.609], [-1.370, 2.648, -1.264], [-0.681, 2.912, 0.345], [2.794, 0.758, 1.105], [3.724, -0.291, 0.559], [4.535, 0.022, -0.526], [5.367, -0.950, -1.044], [5.424, -2.228, -0.518], [4.616, -2.530, 0.563], [3.768, -1.572, 1.093], [3.141, -1.819, 1.938], [4.645, -3.521, 0.992], [6.090, -2.958, -0.950], [6.149, -0.645, -2.101], [4.522, 1.012, -0.954], [2.211, 0.362, 1.944], [3.363, 1.628, 1.447], [1.151, 0.224, -1.573], [1.047, -0.623, -0.024], [-1.783, -1.624, 0.334], [-3.077, -1.282, -0.342], [-3.847, -0.146, -0.191], [-4.916, -0.285, -0.999], [-4.886, -1.433, -1.661], [-3.786, -2.052, -1.280], [-3.535, -3.014, -1.679], [-5.997, 0.639, -1.183], [-6.684, 0.203, -1.905], [-6.521, 0.812, -0.241], [-5.628, 1.594, -1.563], [-3.705, 0.724, 0.419], [-1.881, -2.596, 0.829], [-0.985, -1.725, -0.408], [-2.957, -1.128, 2.694], [-1.637, -0.119, 3.329], [-1.375, -1.858, 3.057]]}



(5)
{"formula": "C27H41CoNO3PS4Si", "method": "ωB97M-V with the def2-TZVPD basis set", "homo_ev": [-7.936, -7.988], "gap_ev": [8.28, 5.92], "lumo_energy_ev": [0.35, -2.07], "e_above_lowest_kj_mol": 86.37, "multiplicity": 5, "elements": ["Co", "C", "Si", "C", "N", "C", "C", "C", "C", "C", "C", "C", "C", "C", "C", "C", "C", "C", "C", "C", "C", "C", "H", "H", "H", "H", "H", "H", "H", "H", "H", "H", "H", "H", "H", "H", "H", "H", "H", "H", "H", "H", "H", "H", "H", "H", "C", "O", "C", "S", "S", "H", "H", "H", "C", "C", "C", "O", "P", "S", "S", "O", "C", "C", "C", "H", "H", "H", "H", "H", "H", "H", "H", "H", "H", "H", "H", "H", "H"], "xyz": [[-0.149, -1.443, -1.581], [-2.136, -1.006, -1.706], [-2.189, 0.004, -0.129], [-0.979, -0.866, 1.167], [0.080, -1.690, 0.549], [1.447, -1.120, 0.593], [2.356, -1.730, 1.667], [1.553, -2.039, 2.920], [0.485, -3.087, 2.587], [0.103, -3.047, 1.095], [-1.750, 1.847, -0.165], [-1.659, 2.577, -1.344], [-1.459, 3.948, -1.323], [-1.360, 4.618, -0.118], [-1.462, 3.909, 1.068], [-1.655, 2.540, 1.040], [-3.969, -0.020, 0.547], [-4.587, -1.198, 0.951], [-5.906, -1.210, 1.370], [-6.639, -0.034, 1.384], [-6.048, 1.145, 0.962], [-4.731, 1.145, 0.542], [-2.369, -0.463, -2.617], [-2.738, -1.914, -1.664], [-1.602, -1.513, 1.782], [-0.541, -0.113, 1.824], [1.363, -0.044, 0.731], [1.928, -1.298, -0.379], [3.162, -1.027, 1.882], [2.812, -2.652, 1.302], [1.092, -1.118, 3.282], [2.214, -2.411, 3.706], [-0.394, -2.932, 3.214], [0.867, -4.084, 2.800], [-0.880, -3.497, 0.949], [0.824, -3.624, 0.508], [-1.738, 2.068, -2.292], [-1.377, 4.498, -2.247], [-1.197, 5.687, -0.100], [-1.393, 4.428, 2.014], [-1.741, 1.996, 1.971], [-4.025, -2.121, 0.933], [-6.368, -2.137, 1.679], [-7.667, -0.038, 1.715], [-6.615, 2.065, 0.952], [-4.278, 2.065, 0.204], [-1.657, -5.951, -0.763], [-0.763, -4.895, -1.063], [-0.719, -4.441, -2.316], [-1.699, -4.983, -3.519], [0.546, -3.316, -2.597], [-1.535, -6.158, 0.298], [-1.413, -6.838, -1.354], [-2.688, -5.660, -0.976], [4.340, 1.177, -3.489], [4.570, 1.155, -1.990], [5.043, -0.215, -1.521], [3.403, 1.483, -1.233], [1.911, 1.890, -1.688], [1.798, 3.468, -2.883], [0.970, 0.301, -2.532], [1.304, 2.121, -0.233], [1.777, 3.051, 0.768], [2.314, 2.245, 1.944], [2.803, 4.050, 0.260], [5.261, 0.899, -3.997], [4.045, 2.173, -3.809], [3.562, 0.463, -3.758], [5.323, 1.912, -1.721], [4.301, -0.963, -1.791], [5.180, -0.217, -0.442], [5.987, -0.461, -2.000], [0.868, 3.583, 1.073], [3.149, 1.623, 1.626], [1.530, 1.614, 2.358], [2.653, 2.927, 2.719], [3.751, 3.562, 0.046], [2.962, 4.821, 1.009], [2.440, 4.518, -0.650]]}



How do the records compare in total energy? In the order shown, they have -107667.8331, -51908.8219, -19772.5235, -32849.7838, -134432.8863 eV.